Molecular formula: C17H22N4OS2
Method: DFT, ωB97M-V/def2-TZVPD

Summary:
largest force on an atom: 2.091 eV/A
total energy: -47662.722 eV
Kohn-Sham gap: 8.48 eV
HOMO: -8.466 eV
SMILES string: CC(C)(C)c1cc(Sc2nnc(NC#N)s2)cc(C(C)(C)C)c1O
ΔE to the lowest compared entry with this formula, charge and spin: 0.093 eV

```
! wB97M-V def2-TZVPD RIJCOSX def2/J DEFGRID3
* xyz 0 1
N 6.00 -5.18 1.91
C 5.48 -4.38 1.26
N 4.45 -0.45 2.17
N 5.03 -1.68 1.95
O -2.46 0.22 -0.95
S 3.75 -1.06 -0.18
S 2.80 1.56 1.35
C 3.73 0.04 1.18
C 4.64 -2.18 0.82
C 0.50 0.08 1.18
C 0.70 1.90 -0.36
C -1.25 0.50 -0.41
C 1.23 1.12 0.68
C -0.78 -0.27 0.70
C -0.52 1.58 -0.98
N 4.88 -3.49 0.48
C -2.00 -2.45 0.44
C -2.93 -0.76 2.06
C -0.85 -2.02 2.56
C -2.48 3.06 -1.73
C -1.22 1.69 -3.48
C -0.14 3.67 -2.38
C -1.61 -1.33 1.42
C -1.08 2.49 -2.14
H -2.88 -0.37 -0.32
H 1.04 -0.42 1.96
H 1.35 2.70 -0.66
H 4.72 -3.84 -0.45
H -2.39 -3.29 0.99
H -1.16 -2.82 -0.12
H -2.74 -2.17 -0.31
H -2.62 0.07 2.67
H -3.69 -0.44 1.30
H -3.45 -1.55 2.68
H 0.02 -2.58 2.18
H -0.50 -1.28 3.24
H -1.51 -2.69 3.15
H -2.74 3.89 -2.42
H -2.48 3.42 -0.72
H -3.28 2.33 -1.87
H -0.39 1.08 -3.75
H -2.06 1.03 -3.38
H -1.42 2.34 -4.32
H 0.83 3.29 -2.72
H -0.51 4.33 -3.17
H 0.00 4.28 -1.48
*
```

Molecular formula: C17H23AsN2SSe4TeW
Method: DFT, ωB97M-V/def2-TZVPD

Summary:
largest force on an atom: 0.456 eV/A
total energy: -363149.414 eV
Kohn-Sham gap (spin up / spin down): 5.70 / 5.71 eV
HOMO (spin up / spin down): -12.844 / -12.846 eV
ΔE to the lowest compared entry with this formula, charge and spin: 0.022 eV

```
! wB97M-V def2-TZVPD RIJCOSX def2/J DEFGRID3
* xyz 2 1
W -0.09 -1.38 0.79
C -0.50 -3.06 2.53
C 0.85 -3.06 2.16
C 1.20 -3.35 0.80
C 0.20 -3.67 -0.14
C -1.14 -3.49 0.20
C -1.49 -3.16 1.53
H -0.76 -2.85 3.55
H 1.61 -2.86 2.89
H 2.23 -3.36 0.51
H 0.47 -3.92 -1.15
H -1.91 -3.60 -0.55
H -2.52 -3.03 1.80
Se -0.91 0.05 2.70
Se 0.60 -0.29 4.44
Te 2.53 0.81 3.29
Se 2.06 -0.24 1.01
C 0.65 2.26 -1.31
N 1.77 1.51 -1.84
C 1.85 0.19 -2.00
Se 0.44 -1.06 -1.77
N 3.06 -0.11 -2.47
C 3.82 1.04 -2.60
C 5.12 1.26 -3.03
C 5.56 2.57 -3.01
C 4.73 3.62 -2.58
C 3.43 3.40 -2.16
C 3.00 2.08 -2.18
H -0.25 1.65 -1.36
H 0.51 3.16 -1.91
H 0.85 2.54 -0.27
H 3.34 -1.05 -2.71
H 5.76 0.46 -3.36
H 6.56 2.80 -3.33
H 5.12 4.63 -2.59
H 2.80 4.21 -1.83
C -5.29 0.19 -0.29
As -3.85 0.21 0.98
C -4.43 -0.92 2.43
C -3.65 2.02 1.57
S -2.14 -0.44 -0.24
H -6.20 0.57 0.18
H -5.46 -0.84 -0.63
H -5.01 0.81 -1.14
H -5.31 -0.45 2.86
H -3.65 -1.02 3.18
H -4.71 -1.89 2.03
H -4.62 2.38 1.93
H -3.33 2.60 0.71
H -2.91 2.09 2.36
*
```

Molecular formula: C17H23BCl34O4
Method: DFT, ωB97M-V/def2-TZVPD

Summary:
largest force on an atom: 9.287 eV/A
total energy: -452624.169 eV
Kohn-Sham gap: 9.17 eV
HOMO: -9.633 eV
SMILES string: O=C(Cl)CBCOCOCCO.ClC(Cl)Cl.ClC(Cl)Cl.ClC(Cl)Cl.ClC(Cl)Cl.ClC(Cl)Cl.ClC(Cl)Cl.ClC(Cl)Cl.ClC(Cl)Cl.ClC(Cl)Cl.ClC(Cl)Cl.ClC(Cl)Cl

```
! wB97M-V def2-TZVPD RIJCOSX def2/J DEFGRID3
* xyz 0 1
O 7.96 0.84 1.34
C 7.12 0.91 0.28
Cl 6.36 2.57 -0.05
C 6.90 -0.45 -0.61
B 5.34 -0.82 -0.95
C 4.32 0.12 -1.90
O 2.95 -0.31 -1.59
C 1.97 0.77 -1.75
O 1.17 0.81 -0.51
C -0.27 0.77 -0.77
C -0.98 0.01 0.55
O -2.32 0.60 0.85
H 7.61 -0.39 -1.57
H 7.32 -1.35 0.05
H 4.88 -1.84 -0.54
H 4.51 -0.12 -3.05
H 4.52 1.27 -1.78
H 2.43 1.83 -1.95
H 1.32 0.52 -2.72
H -0.76 1.85 -0.78
H -0.59 0.17 -1.72
H -1.06 -1.12 0.26
H -0.24 0.07 1.47
H -2.98 -0.16 0.76
C 1.72 -1.86 2.96
Cl 2.05 -1.47 1.27
Cl 1.32 -0.39 3.87
Cl 0.41 -3.04 3.09
H 2.62 -2.30 3.40
C -0.78 -1.16 -4.73
Cl 0.73 -0.31 -5.09
Cl -0.77 -1.76 -3.06
Cl -2.18 -0.10 -4.99
H -0.87 -2.01 -5.40
C -3.67 -2.55 3.87
Cl -4.28 -2.44 2.21
Cl -3.66 -0.96 4.64
Cl -4.63 -3.70 4.81
H -2.64 -2.92 3.83
C 3.98 0.51 6.60
Cl 3.17 -0.58 7.74
Cl 4.12 -0.24 5.00
Cl 3.09 2.04 6.48
H 4.98 0.72 6.97
C 1.23 -3.04 10.42
Cl 1.97 -3.31 8.83
Cl 1.28 -1.32 10.84
Cl -0.44 -3.64 10.44
H 1.80 -3.60 11.16
C -4.95 -1.09 -8.11
Cl -4.26 0.54 -8.08
Cl -4.61 -1.88 -9.66
Cl -4.31 -2.05 -6.77
H -6.03 -1.00 -7.99
C -1.55 4.07 -4.11
Cl -0.86 5.70 -4.09
Cl -1.21 3.28 -5.66
Cl -0.91 3.10 -2.77
H -2.63 4.15 -4.00
C -6.43 0.79 6.71
Cl -7.80 1.50 5.84
Cl -6.22 1.57 8.28
Cl -6.66 -0.96 6.90
H -5.53 0.95 6.12
C 9.67 2.38 -2.52
Cl 8.37 1.34 -3.10
Cl 11.23 1.53 -2.57
Cl 9.75 3.88 -3.46
H 9.46 2.64 -1.48
C -6.51 -4.84 -12.33
Cl -5.00 -3.99 -12.70
Cl -6.50 -5.44 -10.67
Cl -7.91 -3.77 -12.60
H -6.60 -5.69 -13.01
C -5.98 5.18 4.57
Cl -7.63 5.80 4.38
Cl -4.84 6.51 4.84
Cl -5.90 4.02 5.91
H -5.69 4.66 3.65
*
```

Molecular formula: C17H23Br2ClIO7P
Method: DFT, ωB97M-V/def2-TZVPD

Summary:
largest force on an atom: 1.124 eV/A
total energy: -202331.755 eV
Kohn-Sham gap: 9.60 eV
HOMO: -9.508 eV
SMILES string: CC(=O)OCC[C@]1(CCOC=O)C(=O)O[C@](C[C@H](C)I)(/C(Br)=C(\C)Br)[C@@H]1P(O)Cl
ΔE to the lowest compared entry with this formula, charge and spin: 0.000 eV

```
! wB97M-V def2-TZVPD RIJCOSX def2/J DEFGRID3
* xyz 0 1
C -2.54 5.04 -0.14
C -1.19 4.76 0.44
O -0.81 5.22 1.49
O -0.39 3.96 -0.33
C 0.18 2.82 0.36
C -0.68 1.59 0.11
C 0.03 0.35 -0.48
C 0.57 0.72 -1.88
C -0.38 0.45 -3.05
O 0.11 1.25 -4.15
C -0.68 1.14 -5.25
O -1.30 2.05 -5.71
C -1.04 -0.74 -0.49
O -2.04 -0.80 -1.15
O -0.79 -1.69 0.44
C 0.39 -1.42 1.22
C 1.20 -2.70 1.50
C 1.25 -3.85 0.48
C 1.81 -3.54 -0.90
I -0.60 -4.92 0.20
C -0.14 -0.85 2.56
Br 0.48 0.86 3.14
C -1.05 -1.48 3.32
C -1.68 -2.80 2.99
Br -1.70 -0.75 4.94
C 1.13 -0.41 0.32
P 2.69 0.51 0.84
O 3.14 -0.34 2.17
Cl 4.01 -0.42 -0.46
H -2.74 4.48 -1.05
H -2.58 6.10 -0.39
H -3.29 4.86 0.63
H 0.26 3.07 1.41
H 1.18 2.72 -0.06
H -1.27 1.32 0.98
H -1.41 1.88 -0.66
H 1.51 0.20 -2.10
H 0.80 1.79 -1.94
H -1.40 0.73 -2.81
H -0.32 -0.60 -3.33
H -0.64 0.14 -5.70
H 2.24 -2.38 1.61
H 0.93 -3.12 2.47
H 1.89 -4.61 0.94
H 1.06 -3.04 -1.51
H 2.07 -4.46 -1.41
H 2.67 -2.88 -0.83
H -0.99 -3.63 3.11
H -2.08 -2.81 1.98
H -2.51 -2.99 3.67
H 1.52 -1.04 -0.47
H 3.12 0.24 2.94
*
```

Molecular formula: C17H23BrN2O3S2
Method: DFT, ωB97M-V/def2-TZVPD

Summary:
largest force on an atom: 4.664 eV/A
total energy: -118835.185 eV
Kohn-Sham gap: 8.64 eV
HOMO: -8.223 eV
SMILES string: CN1c2ccc(S(C)(=O)=O)cc2S[C@@H]1NC(=O)C[C@H]1CC[C@H](Br)CC1

```
! wB97M-V def2-TZVPD RIJCOSX def2/J DEFGRID3
* xyz 0 1
O -0.95 3.33 0.09
O 3.16 -4.18 -4.76
O 4.19 -3.39 -2.69
Br 0.45 1.01 6.48
S 0.69 0.23 -0.49
C -1.73 2.46 0.39
C -0.37 -1.73 -3.78
C 0.63 -2.68 -3.93
C 1.56 -2.06 -1.85
C 0.65 -1.07 -1.69
C -0.36 -0.82 -2.61
C 1.58 -2.86 -2.93
N -1.76 1.33 -0.31
N -1.22 0.36 -2.41
C -2.13 1.07 -3.36
C -0.67 1.10 -1.27
C -2.41 2.57 1.70
C 0.70 2.75 4.19
C 0.28 0.40 3.46
C -0.24 3.10 2.97
C -1.12 0.67 2.85
C 0.95 1.31 4.51
C -1.44 2.19 2.86
C 2.68 -5.55 -2.44
S 3.01 -3.97 -3.30
H -1.18 -1.60 -4.41
H 0.70 -3.28 -4.94
H 2.40 -2.08 -1.13
H -2.11 0.50 0.18
H -2.51 0.23 -3.93
H -1.55 1.82 -3.87
H -2.84 1.59 -2.71
H -0.41 2.17 -1.66
H -3.27 1.89 1.55
H -2.92 3.55 1.77
H 1.67 3.30 3.99
H 0.21 3.23 5.06
H 0.25 -0.60 3.97
H 0.94 0.35 2.65
H 0.29 3.10 2.03
H -0.47 4.06 3.11
H -1.17 0.32 1.81
H -1.93 0.10 3.33
H 1.98 1.18 4.54
H -1.97 2.33 3.81
H 2.15 -6.04 -3.15
H 3.64 -6.17 -2.17
H 1.94 -5.49 -1.52
*
```

Molecular formula: C17H23Cl3CrF6N3O5S4
Method: DFT, ωB97M-V/def2-TZVPD

Summary:
largest force on an atom: 1.745 eV/A
total energy: -158340.872 eV
Kohn-Sham gap (spin up / spin down): 6.53 / 6.58 eV
HOMO (spin up / spin down): -7.469 / -7.526 eV
ΔE to the lowest compared entry with this formula, charge and spin: 1.226 eV
<S²>: 0.893

```
! wB97M-V def2-TZVPD RIJCOSX def2/J DEFGRID3
* xyz 0 2
Cr 1.63 -0.38 -0.59
F -2.03 -5.12 0.19
C -1.80 -4.05 -0.57
F -1.81 -4.42 -1.83
F -2.85 -3.21 -0.39
S -0.25 -3.17 0.07
O -0.17 -1.94 -0.68
O -0.62 -3.00 1.44
N 0.87 -4.21 -0.17
S 2.22 -3.79 -0.90
O 2.56 -2.42 -0.66
O 3.23 -4.76 -0.70
C 1.69 -4.01 -2.69
F 2.57 -3.59 -3.59
F 1.50 -5.32 -2.86
F 0.52 -3.42 -2.91
Cl 1.18 1.06 3.93
C 2.21 -0.07 3.07
Cl 1.33 -0.87 1.73
H 2.54 -0.84 3.78
H 3.06 0.47 2.65
C 0.12 4.28 -0.41
C 0.93 3.76 0.59
C 1.31 2.43 0.55
C 0.94 1.55 -0.48
C 0.13 2.11 -1.47
C -0.27 3.44 -1.44
H -0.17 5.32 -0.39
H 1.27 4.40 1.39
H 1.97 2.07 1.34
H -0.16 1.50 -2.32
H -0.88 3.84 -2.25
C -3.34 2.08 1.82
C -1.84 1.94 1.44
N -1.56 0.57 1.12
C -2.29 0.18 -0.06
C -3.81 0.38 0.15
N -4.00 0.78 1.57
C -3.43 -0.27 2.46
C -1.89 -0.29 2.24
H -3.84 2.84 1.22
H -3.46 2.34 2.88
H -1.20 2.25 2.27
H -1.60 2.56 0.58
H -2.06 -0.86 -0.28
H -1.92 0.77 -0.90
H -4.36 -0.53 -0.04
H -4.21 1.18 -0.47
H -5.00 0.86 1.76
H -3.87 -1.23 2.20
H -3.69 -0.03 3.50
H -1.56 -1.30 2.03
H -1.36 0.08 3.11
C 4.40 1.10 -3.51
O 3.92 0.67 -2.25
C 4.59 1.01 -1.16
S 5.95 1.92 -1.12
S 3.82 0.35 0.22
H 3.79 0.56 -4.24
H 5.46 0.87 -3.62
H 4.25 2.17 -3.62
Cl 1.34 -0.58 -2.75
*
```

Molecular formula: C17H23CrF6IN3O8S3Sb
Method: DFT, ωB97M-V/def2-TZVPD

Summary:
largest force on an atom: 2.331 eV/A
total energy: -130722.966 eV
Kohn-Sham gap (spin up / spin down): 9.23 / 9.44 eV
HOMO (spin up / spin down): -9.196 / -9.501 eV
ΔE to the lowest compared entry with this formula, charge and spin: 1.360 eV
<S²>: 6.019

```
! wB97M-V def2-TZVPD RIJCOSX def2/J DEFGRID3
* xyz 0 5
Cr -0.43 0.91 0.20
F 0.21 5.01 -1.77
C 1.16 5.04 -0.84
F 1.27 6.28 -0.38
F 2.31 4.70 -1.41
S 0.78 3.83 0.52
O 0.94 2.56 -0.17
O 1.68 4.18 1.56
N -0.73 4.18 0.80
S -1.91 3.22 1.07
O -1.58 1.91 1.59
O -3.03 3.87 1.64
C -2.50 2.78 -0.69
F -1.45 2.76 -1.52
F -3.39 3.63 -1.16
F -3.04 1.55 -0.71
O 2.07 -3.83 -1.16
S 2.59 -2.52 -0.86
O 3.57 -2.45 0.19
N 1.33 -1.50 -0.53
C 1.18 -0.63 -1.51
O 0.28 0.28 -1.49
C 2.16 -0.72 -2.61
C 2.30 0.14 -3.69
C 3.42 0.00 -4.49
C 4.39 -0.96 -4.21
C 4.24 -1.83 -3.13
C 3.12 -1.69 -2.35
H 1.55 0.90 -3.88
H 3.57 0.67 -5.32
H 5.27 -1.03 -4.83
H 5.01 -2.55 -2.88
C -4.26 -0.08 1.75
C -3.33 -1.26 2.02
Sb -1.62 -1.32 0.69
C -0.72 -3.16 1.46
C -1.64 -4.01 2.32
C -2.60 -2.08 -1.10
C -3.71 -3.10 -0.88
H -5.11 -0.10 2.44
H -4.65 -0.12 0.73
H -3.74 0.86 1.88
H -3.87 -2.20 1.94
H -2.93 -1.18 3.03
H 0.16 -2.86 2.03
H -0.36 -3.71 0.59
H -1.96 -3.48 3.21
H -1.10 -4.91 2.63
H -2.53 -4.33 1.77
H -1.79 -2.53 -1.69
H -2.97 -1.21 -1.65
H -3.33 -3.99 -0.39
H -4.13 -3.40 -1.84
H -4.52 -2.68 -0.28
N 2.64 2.32 3.55
C 2.05 1.48 2.68
O 0.86 1.63 2.35
C 2.92 0.39 2.15
I 4.12 1.28 0.62
H 2.17 3.19 3.74
H 3.64 2.29 3.68
H 2.34 -0.40 1.68
H 3.61 -0.02 2.88
*
```

Molecular formula: C17H23F2N3O2
Method: DFT, ωB97M-V/def2-TZVPD

Summary:
largest force on an atom: 7.855 eV/A
total energy: -31997.979 eV
Kohn-Sham gap: 9.08 eV
HOMO: -8.264 eV
SMILES string: C[C@]1(c2cc(N[C@@H]3CCCOC3)ccc2F)N=C(N)COC[C@@H]1F
ΔE to the lowest compared entry with this formula, charge and spin: 3.068 eV

```
! wB97M-V def2-TZVPD RIJCOSX def2/J DEFGRID3
* xyz 0 1
F 1.82 0.75 -2.97
F 1.02 -2.76 -0.97
N -0.77 -0.61 -3.51
O 1.38 2.02 5.30
O -0.31 -3.35 -4.26
C -0.45 -1.04 -4.58
C 1.64 1.91 -0.90
C 1.19 2.17 0.37
C -0.47 0.39 0.00
C 1.14 0.95 -1.75
C 0.11 1.45 0.74
C 0.06 0.09 -1.31
N -0.77 -0.05 -5.47
N -0.43 1.90 1.95
C 0.34 -2.30 -5.02
C 0.18 1.68 6.08
C 1.10 2.41 3.94
C -0.60 0.60 5.26
C -1.11 1.12 3.92
C 0.17 1.43 3.19
C 0.38 -3.61 -3.00
C -1.79 -1.67 -1.57
C 0.68 -2.26 -2.17
C -0.47 -1.08 -2.16
H 2.45 2.42 -1.42
H 1.60 2.94 1.02
H -1.33 -0.14 0.51
H -0.55 -0.05 -6.49
H -0.97 0.83 -5.08
H -1.48 1.79 1.88
H 0.12 -2.41 -5.99
H 1.38 -2.10 -4.96
H -0.45 2.54 6.13
H 0.44 1.29 7.01
H 2.08 2.50 3.36
H 0.56 3.39 3.98
H -1.43 0.05 5.87
H 0.07 -0.31 5.03
H -1.77 1.92 4.20
H -1.73 0.37 3.51
H 0.82 0.48 3.00
H 1.22 -4.21 -3.26
H -0.24 -4.27 -2.40
H -2.39 -0.84 -1.24
H -2.35 -2.13 -2.39
H -1.61 -2.39 -0.76
H 1.49 -1.80 -2.60
*
```

Molecular formula: C17H23N4O3
Method: DFT, ωB97M-V/def2-TZVPD

Summary:
largest force on an atom: 1.257 eV/A
total energy: -30097.356 eV
Kohn-Sham gap: 9.74 eV
HOMO: -12.186 eV

```
! wB97M-V def2-TZVPD RIJCOSX def2/J DEFGRID3
* xyz 1 1
C -5.24 1.41 -0.87
C -4.35 0.43 -1.04
C -3.65 -0.32 0.08
C -4.22 -1.74 0.15
C -4.04 0.35 1.35
N -4.30 0.80 2.37
C -2.08 -0.25 0.00
C -1.43 -0.21 1.31
N -0.95 -0.25 2.35
C -1.38 -1.36 -0.84
C -0.63 -0.86 -2.05
O 0.55 -0.97 -2.15
O -1.37 -0.30 -3.08
C -1.49 1.08 -3.02
C -2.63 1.61 -3.83
O -0.74 1.72 -2.35
H -5.13 2.16 -0.09
H -6.12 1.49 -1.49
H -4.12 0.11 -2.06
H -3.76 -2.28 0.98
H -5.30 -1.71 0.29
H -4.02 -2.28 -0.78
H -1.84 0.71 -0.46
H -2.05 -2.16 -1.15
H -0.61 -1.82 -0.23
H -2.23 2.15 -4.69
H -3.24 0.79 -4.20
H -3.22 2.26 -3.19
C 6.67 -0.97 2.75
C 6.06 -0.62 1.41
N 4.66 -0.17 1.53
C 3.88 -0.12 2.66
C 2.65 0.32 2.28
N 2.70 0.53 0.93
C 3.92 0.23 0.49
C 1.60 0.99 0.09
H 6.13 -1.78 3.24
H 7.70 -1.30 2.60
H 6.69 -0.11 3.42
H 6.08 -1.48 0.75
H 6.62 0.18 0.94
H 4.27 -0.40 3.62
H 1.74 0.50 2.83
H 4.26 0.30 -0.53
H 1.39 0.26 -0.69
H 1.85 1.95 -0.37
H 0.72 1.11 0.72
*
```